Below is a molecular structure, C37H43AsN5O6ReS4 at a distorted geometry, with properties calculated with wB97M-V/def2-TZVPD.

Its total charge is -1. Its spin multiplicity is 4. The LUMO energy (alpha / beta) comes out at 1.975 / 1.919 eV. The HOMO energy (alpha / beta) is -4.23 / -4.23 eV. As for the frontier orbital gap (alpha / beta): 6.209 / 6.147 eV.

Cartesian coordinates (Å):
Re (0.6587, 2.7620, -0.9293)
S (4.7441, 5.2569, -2.5956)
As (3.4146, 4.5572, -1.1439)
S (2.9811, 2.3484, -1.1887)
S (1.2561, 5.0085, -1.5380)
S (3.9462, 5.2650, 0.7770)
C (-2.2085, -4.3681, 0.2282)
C (-1.1282, -3.6020, -0.5305)
C (-0.7146, -4.3801, -1.7759)
O (-0.0238, -3.4091, 0.3341)
C (0.3116, -2.0316, 0.4263)
C (-0.6316, -1.3335, -0.5939)
O (-1.6098, -2.3301, -0.8727)
C (-1.3672, 0.0186, -0.2003)
O (-0.5236, 1.1131, -0.0059)
C (-2.1612, -0.2149, 1.1000)
C (-3.0584, -1.2729, 1.2559)
C (-3.7144, -1.4762, 2.4614)
C (-3.5217, -0.6096, 3.5271)
C (-2.6837, 0.4818, 3.3657)
C (-2.0168, 0.6717, 2.1625)
C (-2.3413, 0.2906, -1.3697)
C (-1.8659, 0.3043, -2.6802)
C (-2.6898, 0.6346, -3.7446)
C (-4.0219, 0.9559, -3.5230)
C (-4.5101, 0.9444, -2.2262)
C (-3.6788, 0.6193, -1.1628)
C (1.8352, -1.8299, 0.2021)
O (2.0712, -0.4611, 0.3062)
C (2.6781, -2.5131, 1.2787)
C (2.1647, -3.3505, 2.2600)
C (2.9949, -3.8477, 3.2595)
C (4.3380, -3.5107, 3.2843)
C (4.8590, -2.6817, 2.2977)
C (4.0356, -2.1899, 1.3003)
C (2.2813, -2.3135, -1.1704)
C (2.5479, -3.6631, -1.3777)
C (2.8827, -4.1271, -2.6407)
C (2.9672, -3.2474, -3.7098)
C (2.7285, -1.8964, -3.5046)
C (2.3887, -1.4324, -2.2429)
H (-1.8572, -5.3791, 0.4309)
H (-3.1151, -4.4058, -0.3755)
H (-2.4202, -3.8687, 1.1727)
H (-0.2280, -5.3060, -1.4694)
H (-0.0209, -3.7958, -2.3765)
H (-1.5999, -4.6070, -2.3697)
H (0.0846, -1.6749, 1.4389)
H (-0.0684, -1.1218, -1.5003)
H (-3.2501, -1.9258, 0.4201)
H (-4.3924, -2.3154, 2.5637)
H (-4.0374, -0.7724, 4.4654)
H (-2.5516, 1.1908, 4.1748)
H (-1.3992, 1.5467, 2.0202)
H (-0.8297, 0.0892, -2.8888)
H (-2.2781, 0.6556, -4.7451)
H (-4.6655, 1.2215, -4.3526)
H (-5.5473, 1.1964, -2.0373)
H (-4.0861, 0.6418, -0.1613)
H (1.1195, -3.6303, 2.2344)
H (2.5872, -4.4948, 4.0268)
H (4.9792, -3.8969, 4.0670)
H (5.9076, -2.4126, 2.3107)
H (4.4294, -1.5349, 0.5325)
H (2.4757, -4.3540, -0.5474)
H (3.0680, -5.1835, -2.7931)
H (3.2156, -3.6123, -4.6986)
H (2.8011, -1.1959, -4.3269)
H (2.2126, -0.3776, -2.0867)
N (1.4744, 0.4979, 2.9449)
C (1.9543, 1.8351, 3.3267)
C (2.2043, 2.6767, 2.0753)
N (0.9541, 2.8662, 1.3046)
H (2.0219, -0.2454, 3.3590)
H (1.8365, -0.2158, 1.2245)
H (0.5035, 0.3514, 3.1915)
H (2.8886, 1.7580, 3.8838)
H (1.2277, 2.3445, 3.9708)
H (2.9245, 2.1586, 1.4442)
H (2.6306, 3.6420, 2.3337)
H (0.4106, 3.6075, 1.7348)
H (0.4096, 1.9967, 1.3915)
C (-0.9182, 5.7636, 0.9535)
C (-1.7430, 4.9664, 0.0049)
N (-1.4228, 3.8483, -0.6182)
C (-2.4926, 3.5009, -1.4095)
C (-3.4804, 4.4163, -1.2552)
N (-2.9930, 5.3366, -0.3532)
H (0.1324, 5.7097, 0.6685)
H (-1.0380, 5.3981, 1.9771)
H (-1.2287, 6.8077, 0.9329)
H (-2.4668, 2.6354, -2.0439)
H (-4.4632, 4.4843, -1.6840)
H (-3.4648, 6.1667, -0.0454)
O (-0.2731, 2.4844, -4.8417)
N (0.0846, 3.0838, -3.8735)
O (0.1797, 2.3081, -2.8265)

Results of the Mulliken charge analysis, in e, for atoms 1 through 2: atom 1 (Re): -0.150, atom 2 (S): -0.503

=====

Below is a molecular structure, C37H43BN8SSbY at a distorted geometry, with properties calculated with wB97M-V/def2-TZVPD.

Its total charge is +2. The LUMO energy comes out at -5.364 eV. The HOMO energy is -13.57 eV. As for the frontier orbital gap: 8.207 eV.

Cartesian coordinates (Å):
Y (0.8056, 0.0988, 1.8415)
C (-2.2404, 4.3304, 1.6341)
C (-1.2985, 3.4896, 2.4270)
C (0.0804, 3.6806, 2.3134)
C (0.9759, 2.9015, 3.0297)
C (0.5076, 1.8794, 3.8797)
C (-0.8795, 1.7225, 4.0352)
C (-1.7609, 2.5150, 3.3111)
H (-1.9043, 5.3643, 1.6035)
H (-3.2477, 4.2965, 2.0394)
H (-2.2717, 3.9681, 0.6048)
H (0.4553, 4.4812, 1.6905)
H (2.0282, 3.1615, 3.0176)
H (1.1880, 1.3938, 4.5841)
H (-1.2558, 1.0686, 4.8142)
H (-2.8242, 2.4190, 3.4843)
B (2.7720, -1.6123, 0.5045)
N (3.6413, -0.4895, 1.1045)
C (4.9655, -0.3225, 1.0879)
C (5.2952, 0.7008, 1.9584)
C (4.0794, 1.1135, 2.4864)
N (3.0777, 0.3966, 1.9596)
N (2.3497, -2.4763, 1.7162)
C (2.8708, -3.6144, 2.1780)
C (2.3880, -3.8429, 3.4544)
C (1.5556, -2.7619, 3.7093)
N (1.5257, -1.9394, 2.6516)
H (3.3522, -2.2301, -0.3090)
H (1.7213, -1.0710, 0.1002)
H (5.5837, -0.9307, 0.4603)
H (6.2634, 1.0980, 2.1832)
H (3.8963, 1.8645, 3.2344)
H (3.5553, -4.1914, 1.5910)
H (2.6253, -4.6612, 4.1007)
H (0.9950, -2.5356, 4.5992)
S (0.0206, 1.6277, -0.1119)
Sb (0.0836, 0.7395, -2.2964)
C (2.1017, 0.9960, -2.9433)
C (2.8376, 2.0628, -2.4548)
C (4.1121, 2.2876, -2.9477)
C (4.6423, 1.4484, -3.9147)
C (3.9019, 0.3782, -4.3895)
C (2.6215, 0.1541, -3.9126)
C (-0.3290, -1.3590, -2.6883)
C (0.7094, -2.2593, -2.4973)
C (0.5390, -3.5860, -2.8586)
C (-0.6460, -4.0028, -3.4413)
C (-1.6759, -3.0969, -3.6317)
C (-1.5285, -1.7723, -3.2456)
C (-1.1939, 2.1939, -3.2357)
C (-0.9841, 3.5157, -2.8685)
C (-1.7631, 4.5091, -3.4374)
C (-2.7460, 4.1796, -4.3583)
C (-2.9430, 2.8567, -4.7195)
C (-2.1592, 1.8549, -4.1678)
H (2.4180, 2.7146, -1.6976)
H (4.6866, 3.1245, -2.5837)
H (5.6298, 1.6329, -4.3085)
H (4.3113, -0.2809, -5.1396)
H (2.0320, -0.6645, -4.3018)
H (1.6528, -1.9311, -2.0814)
H (1.3471, -4.2828, -2.7008)
H (-0.7588, -5.0286, -3.7578)
H (-2.5939, -3.4178, -4.0975)
H (-2.3432, -1.0770, -3.3938)
H (-0.2204, 3.7703, -2.1416)
H (-1.5970, 5.5400, -3.1635)
H (-3.3515, 4.9547, -4.8021)
H (-3.7055, 2.5974, -5.4373)
H (-2.3007, 0.8311, -4.4832)
C (-2.5187, -0.2546, 1.0960)
N (-3.7655, -0.9493, 0.9406)
C (-4.2722, -1.3560, 2.2479)
N (-3.3074, -2.2232, 2.9110)
C (-2.0617, -1.5273, 3.0756)
N (-1.4622, -1.0919, 1.7634)
C (-1.3346, -2.3438, 0.9364)
N (-2.5861, -3.0306, 0.7766)
C (-3.5542, -2.1472, 0.1384)
C (-3.0893, -3.4087, 2.0953)
H (-2.6764, 0.6502, 1.6949)
H (-2.1599, 0.0421, 0.1004)
H (-5.2142, -1.8889, 2.1150)
H (-4.4539, -0.4711, 2.8613)
H (-1.3509, -2.1941, 3.5775)
H (-2.2405, -0.6387, 3.6893)
H (-0.6277, -3.0225, 1.4293)
H (-0.9478, -2.0737, -0.0571)
H (-4.5022, -2.6734, 0.0255)
H (-3.1817, -1.8632, -0.8503)
H (-2.3484, -4.0488, 2.5795)
H (-4.0224, -3.9608, 1.9839)

Results of the Mulliken charge analysis, in e, for atoms 1 through 2: atom 1 (Y): -0.334, atom 2 (C): -1.569

=====

Below is a molecular structure, C37H43BrN4P2Zn at a distorted geometry, with properties calculated with wB97M-V/def2-TZVPD.

Its total charge is +2. The LUMO energy comes out at -5.191 eV. The HOMO energy is -13.25 eV. As for the frontier orbital gap: 8.057 eV.

Cartesian coordinates (Å):
Zn (0.6178, -0.1789, 0.3745)
C (4.6010, -4.0359, 0.3327)
C (3.5594, -3.3621, 1.1759)
C (3.2905, -3.4746, 2.5726)
C (2.4191, -2.6199, 3.2118)
C (1.6886, -1.6921, 2.4194)
Br (0.3479, -0.4576, 3.1823)
N (1.9011, -1.5764, 1.1075)
C (2.7454, -2.4757, 0.4949)
H (4.1085, -4.6092, -0.4598)
H (5.2439, -4.7516, 0.8505)
H (5.2011, -3.2521, -0.1086)
H (3.7377, -4.3109, 3.0990)
H (2.1311, -2.7232, 4.2079)
H (2.8390, -2.4800, -0.6099)
C (-3.7981, -0.5961, 0.1679)
N (-2.4027, -0.3775, 0.0552)
P (-1.3972, 0.9647, 0.4435)
C (-2.0620, 1.7327, 1.9567)
C (-1.8361, 3.1034, 2.2517)
C (-2.2354, 3.5522, 3.4657)
C (-2.9000, 2.7555, 4.3939)
C (-3.0871, 1.4232, 4.1168)
C (-2.6656, 0.8768, 2.9241)
C (-1.8923, 2.1467, -0.8176)
C (-1.3469, 1.9424, -2.0998)
C (-1.8095, 2.6851, -3.2078)
C (-2.7953, 3.6211, -3.0179)
C (-3.3916, 3.8179, -1.8079)
C (-2.9958, 3.0078, -0.6887)
P (-1.4269, -1.7609, -0.4998)
C (-2.1240, -3.0964, 0.4738)
C (-2.7727, -4.1791, -0.0892)
C (-3.0530, -5.2727, 0.7250)
C (-2.5329, -5.3228, 2.0068)
C (-1.8570, -4.2860, 2.5836)
C (-1.6546, -3.1427, 1.7947)
C (-1.8701, -2.0926, -2.3092)
C (-1.6418, -3.3717, -2.8669)
C (-2.0133, -3.6829, -4.1619)
C (-2.4205, -2.6358, -5.0717)
C (-2.5195, -1.3707, -4.5299)
C (-2.2778, -1.0769, -3.1935)
H (-4.1683, -0.9317, -0.8613)
H (-4.2578, 0.3269, 0.4199)
H (-3.9747, -1.3419, 0.9320)
H (-1.3350, 3.6712, 1.4774)
H (-1.9953, 4.5630, 3.8277)
H (-3.1873, 3.1712, 5.3435)
H (-3.4462, 0.6925, 4.8069)
H (-2.7283, -0.1963, 2.7631)
H (-0.5893, 1.2268, -2.3145)
H (-1.3538, 2.4795, -4.1473)
H (-3.1696, 4.2061, -3.8941)
H (-4.1576, 4.5802, -1.6855)
H (-3.5275, 3.1498, 0.2947)
H (-3.1492, -4.1470, -1.1172)
H (-3.6491, -6.0931, 0.3875)
H (-2.7126, -6.2680, 2.5445)
H (-1.4676, -4.2853, 3.5580)
H (-1.2561, -2.2355, 2.3117)
H (-1.2780, -4.1951, -2.2487)
H (-2.1305, -4.7154, -4.4864)
H (-2.7665, -2.9170, -6.0589)
H (-2.7440, -0.5193, -5.2073)
H (-2.5038, -0.0475, -2.8491)
C (5.7931, 3.2058, -0.9844)
C (4.4155, 3.3390, -1.6754)
N (3.3246, 2.9970, -0.7061)
C (2.9636, 4.0735, 0.2927)
C (3.3658, 3.8673, 1.7353)
C (2.7604, 1.7829, -0.6856)
C (3.2547, 0.6737, -1.6216)
N (1.7735, 1.5191, 0.1581)
H (6.5566, 3.4123, -1.7032)
H (5.9807, 2.2029, -0.5818)
H (5.7580, 3.9031, -0.0955)
H (4.3111, 2.8557, -2.6136)
H (4.3041, 4.4239, -1.8730)
H (1.8623, 4.2575, 0.3224)
H (3.4476, 4.9687, -0.0941)
H (2.9124, 2.9621, 2.0705)
H (2.8837, 4.6064, 2.3780)
H (4.4814, 3.9096, 1.8138)
H (3.2387, 0.9890, -2.6722)
H (2.6571, -0.2015, -1.5641)
H (4.3483, 0.4864, -1.3663)
H (1.5023, 2.2270, 0.8214)

Results of the Mulliken charge analysis, in e, for atoms 1 through 2: atom 1 (Zn): 0.078, atom 2 (C): -1.433

=====

Below is a molecular structure, C37H43BrN5PReSSe, with properties calculated with wB97M-V/def2-TZVPD.

Its total charge is +4. Its spin multiplicity is 2. The LUMO energy (alpha / beta) comes out at -13.077 / -13.340 eV. The HOMO energy (alpha / beta) is -19.36 / -19.32 eV. As for the frontier orbital gap (alpha / beta): 6.280 / 5.979 eV.

Cartesian coordinates (Å):
Re (-0.3585, -0.2500, 0.5742)
C (-1.3567, -1.3889, 6.0464)
C (-1.4271, -0.4486, 4.8817)
C (-1.9504, 0.8402, 5.0068)
C (-2.0056, 1.7007, 3.9131)
C (-1.5120, 1.2264, 2.7296)
Br (-1.5665, 2.2243, 1.1125)
N (-0.9736, 0.0047, 2.5671)
C (-0.9464, -0.8255, 3.6376)
H (-2.2908, -1.3836, 6.6069)
H (-0.5657, -1.0750, 6.7304)
H (-1.1456, -2.4080, 5.7280)
H (-2.3280, 1.1789, 5.9651)
H (-2.4233, 2.6958, 3.9876)
H (-0.5192, -1.8047, 3.4749)
C (3.3426, -3.6951, 0.2786)
C (2.5160, -2.5650, -0.3677)
C (2.2530, -2.8665, -1.8455)
C (3.3596, -1.2907, -0.2733)
P (0.9048, -2.4367, 0.6130)
C (1.4233, -2.5721, 2.3490)
C (1.3043, -3.7486, 3.0943)
C (1.7858, -3.8120, 4.3946)
C (2.3999, -2.7086, 4.9715)
C (2.5313, -1.5343, 4.2412)
C (2.0453, -1.4680, 2.9449)
C (-0.2531, -3.8477, 0.1377)
C (0.3733, -5.2561, 0.0812)
C (-1.4001, -3.9005, 1.1684)
C (-0.7944, -3.5691, -1.2960)
H (4.1918, -3.8915, -0.3787)
H (2.8047, -4.6304, 0.3996)
H (3.7375, -3.3952, 1.2483)
H (3.2115, -2.8502, -2.3672)
H (1.6143, -2.1159, -2.3185)
H (1.8199, -3.8497, -2.0111)
H (4.3614, -1.5381, -0.6287)
H (3.4704, -0.9204, 0.7448)
H (2.9863, -0.5030, -0.9273)
H (0.8622, -4.6357, 2.6737)
H (1.6976, -4.7362, 4.9504)
H (2.7889, -2.7689, 5.9795)
H (3.0272, -0.6785, 4.6809)
H (2.1611, -0.5483, 2.3909)
H (0.7759, -5.6096, 1.0251)
H (1.1438, -5.3423, -0.6800)
H (-0.4288, -5.9428, -0.1990)
H (-1.0689, -4.3141, 2.1182)
H (-2.1770, -4.5655, 0.7858)
H (-1.8669, -2.9358, 1.3761)
H (-0.3725, -4.2730, -2.0101)
H (-0.5573, -2.5786, -1.6959)
H (-1.8788, -3.7227, -1.3244)
N (-1.9051, -1.0109, -0.1581)
S (-3.5016, -0.3142, -0.2702)
C (-4.5151, -1.7418, -0.2956)
C (-5.0447, -2.0976, 0.9480)
C (-5.8632, -3.2113, 1.0250)
C (-6.1509, -3.9384, -0.1249)
C (-5.6295, -3.5606, -1.3613)
C (-4.8057, -2.4540, -1.4610)
C (-3.4940, 0.4034, -1.8819)
C (-4.2098, 1.5912, -1.9951)
C (-4.3310, 2.1762, -3.2493)
C (-3.7389, 1.5795, -4.3534)
C (-3.0150, 0.3942, -4.2205)
C (-2.8855, -0.2072, -2.9802)
H (-1.9522, -1.9472, -0.5650)
H (-4.8465, -1.4982, 1.8290)
H (-6.2997, -3.4965, 1.9724)
H (-6.8087, -4.7956, -0.0642)
H (-5.8885, -4.1189, -2.2507)
H (-4.4411, -2.1340, -2.4274)
H (-4.6866, 2.0425, -1.1327)
H (-4.8969, 3.0912, -3.3612)
H (-3.8491, 2.0318, -5.3304)
H (-2.5807, -0.0723, -5.0956)
H (-2.3555, -1.1483, -2.8829)
Se (0.6301, 0.9393, -2.9478)
N (1.9348, 2.0622, -2.6716)
C (2.2357, 2.1242, -1.3821)
C (3.2206, 2.9101, -0.7058)
C (3.2856, 2.7676, 0.6505)
C (2.4192, 1.8812, 1.3573)
N (1.5158, 1.1253, 0.7629)
C (1.4498, 1.2698, -0.5782)
N (0.5235, 0.5295, -1.1758)
H (3.8713, 3.5809, -1.2532)
H (4.0032, 3.3346, 1.2283)
H (2.4990, 1.8088, 2.4362)

Results of the Mulliken charge analysis, in e, for atoms 1 through 2: atom 1 (Re): 0.628, atom 2 (C): -1.683

=====

ΔE to the lowest compared entry with this formula, charge and spin list, top to bottom, in kcal/mol: 16.57, 22.33, 0.00, 0.00
E list, top to bottom, in Ha: -6067.8812, -2575.0299, -6690.3163, -7501.3025